C5H6O | ωB97M-V with the def2-TZVPD basis set

## Properties
HOMO energy = -9.68 eV
Energy above the lowest of the compared OMol25 structures with the same formula, charge and spin = 1.559 eV
LUMO level = 0.88 eV
SMILES string = C#CCC(C)=O
Calculated total energy = -269.28894 a.u.
Multiplicity = 1
HOMO-LUMO gap = 10.56 eV

Each line ends with the Mulliken charge.
CARTESIAN COORDINATES (ANGSTROEM)
C -0.418293 -1.802305 1.688184  0.107
C -0.768353 -0.907845 0.962743  -0.465
C -1.124913 0.229178 0.110958  -0.603
C 0.123885 1.060341 -0.213283  0.667
C 1.172084 0.398352 -1.077127  -1.055
O 0.249588 2.178718 0.227011  -0.529
H -0.114656 -2.588392 2.344020  0.392
H -1.583940 -0.125412 -0.821193  0.291
H -1.837762 0.882819 0.621759  0.263
H 1.894121 1.145918 -1.409890  0.308
H 0.718009 -0.100585 -1.939943  0.325
H 1.690229 -0.370788 -0.493240  0.298

Cartesian forces (eV/Å) of the 3 atoms listed first:
C -0.138 0.341 -0.277
C 0.167 -0.372 0.313
C -0.069 0.044 0.045

C5H6O | ωB97M-V with the def2-TZVPD basis set

## Properties
HOMO energy = -9.88 eV
Energy above the lowest of the compared OMol25 structures with the same formula, charge and spin = 1.796 eV
LUMO level = 0.92 eV
SMILES string = C#CCCC=O
Calculated total energy = -269.28022 a.u.
Multiplicity = 1
HOMO-LUMO gap = 10.81 eV

Each line ends with the Mulliken charge.
CARTESIAN COORDINATES (ANGSTROEM)
C -1.859512 0.688087 1.998165  0.114
C -1.283799 0.062358 1.145482  -0.453
C -0.518516 -0.592748 0.081686  -0.568
C 0.748990 0.210466 -0.222197  -0.607
C 1.388418 -0.146346 -1.537646  0.010
O 0.971743 -0.992188 -2.292561  -0.473
H -2.373997 1.244990 2.749683  0.401
H -1.125670 -0.675157 -0.826526  0.306
H -0.259518 -1.618862 0.366384  0.277
H 0.522883 1.285055 -0.243176  0.345
H 1.496146 0.087277 0.573474  0.308
H 2.292831 0.447067 -1.792769  0.339

Cartesian forces (eV/Å) of the 3 atoms listed first:
C 0.205 -0.251 -0.311
C -0.233 0.277 0.354
C -0.026 -0.042 -0.015

C5H6O | ωB97M-V with the def2-TZVPD basis set

## Properties
HOMO energy = -8.30 eV
Energy above the lowest of the compared OMol25 structures with the same formula, charge and spin = 4.704 eV
LUMO level = 0.64 eV
Calculated total energy = -269.17338 a.u.
Multiplicity = 1
HOMO-LUMO gap = 8.94 eV

Each line ends with the Mulliken charge.
CARTESIAN COORDINATES (ANGSTROEM)
O -0.643294 2.399040 -0.591446  -0.527
C -0.599720 1.249306 -0.222478  0.368
C -1.306534 -0.055774 -0.342182  -0.509
C 0.194050 -1.171050 -0.233510  -0.450
C 1.409097 -0.291245 -0.133829  -0.480
C 0.330183 0.394771 0.554592  0.018
H -2.039089 -0.133881 0.486592  0.275
H -1.652270 -0.413089 -1.275107  0.315
H 0.172141 -1.913440 0.573736  0.174
H 1.815022 0.153755 -1.034403  0.235
H 2.162124 -0.556991 0.605489  0.243
H 0.158288 0.338593 1.612548  0.336

Cartesian forces (eV/Å) of the 3 atoms listed first:
O -0.158 -1.221 0.396
C 0.320 -0.669 -0.014
C -0.040 -1.175 -1.103

C5H6O | ωB97M-V with the def2-TZVPD basis set

## Properties
HOMO energy = -9.23 eV
Energy above the lowest of the compared OMol25 structures with the same formula, charge and spin = 2.936 eV
LUMO level = 0.89 eV
SMILES string = C=C=CCC=O
Calculated total energy = -269.23835 a.u.
Multiplicity = 1
HOMO-LUMO gap = 10.13 eV

Each line ends with the Mulliken charge.
CARTESIAN COORDINATES (ANGSTROEM)
C -1.806660 -1.225038 -0.127949  -0.447
C -1.342239 -0.097306 0.209668  0.291
C -0.534404 0.908337 0.514580  -0.610
C 0.869777 0.758076 0.060682  -0.443
C 1.311350 -0.679026 -0.134040  -0.036
O 0.761340 -1.623175 0.333783  -0.429
H -2.211423 -1.526810 -1.204972  0.204
H -2.036056 -2.031921 0.658902  0.206
H -0.736532 1.926182 0.885372  0.314
H 1.065495 1.405592 -0.820741  0.282
H 1.692974 1.351273 0.717514  0.276
H 2.147457 -0.891441 -0.798016  0.393

Cartesian forces (eV/Å) of the 3 atoms listed first:
C -3.315 -3.859 -1.467
C 1.151 3.120 0.886
C -0.580 -0.096 -0.355